i.
{
  "formula": "C5H7N",
  "method": "ωB97M-V/def2-TZVPD",
  "elements": ["C", "C", "C", "C", "N", "C", "H", "H", "H", "H", "H", "H", "H"],
  "coordinates": [[-0.10687, 0.86401, 0.89035], [-0.22872, 1.21466, -0.52966], [-0.41578, 0.13497, -1.34265], [-0.14381, -1.15218, -0.78175], [0.90365, -1.26632, 0.18580], [0.01247, -0.60402, 1.05122], [-0.69665, 1.45735, 1.59960], [0.90283, 0.74093, 1.39895], [-0.39022, 2.23965, -0.84462], [-0.88014, 0.22826, -2.32278], [-0.48639, -2.06941, -1.27147], [1.74438, -0.75560, -0.06766], [-0.21476, -1.03230, 2.03466]],
  "molar_mass_g_mol": 81.12,
  "e_homo_ev": -8.0586
}


ii.
{
  "formula": "C5H7N",
  "method": "ωB97M-V/def2-TZVPD",
  "elements": ["C", "C", "C", "C", "N", "C", "H", "H", "H", "H", "H", "H", "H"],
  "coordinates": [[-0.94897, 0.83679, -0.67583], [-0.85819, -0.11471, 0.49583], [-0.35585, -0.51164, -0.87597], [1.06369, -0.60574, -0.27071], [1.60492, 0.54049, 0.45557], [0.59208, -0.32824, 1.07766], [-1.95126, 0.95657, -1.08537], [-0.33201, 1.72788, -0.75278], [-1.74368, -0.46497, 1.01193], [-0.74998, -1.25783, -1.56022], [1.77156, -1.39588, -0.47417], [1.05973, 1.36796, 0.62187], [0.84797, -0.75068, 2.03219]],
  "molar_mass_g_mol": 81.12,
  "smiles": "C1[C@@H]2[C@H]1[C@@H]1N[C@H]21",
  "e_homo_ev": -8.7627
}


iii.
{
  "formula": "C5H7N",
  "method": "ωB97M-V/def2-TZVPD",
  "elements": ["C", "C", "C", "C", "N", "C", "H", "H", "H", "H", "H", "H", "H"],
  "coordinates": [[0.48473, -1.18691, 0.07620], [1.13718, -0.04344, -0.67851], [0.53523, 1.12991, -0.45373], [-0.68510, 0.99083, 0.35502], [-1.73497, 0.04507, -0.00097], [-0.64157, -0.45618, 0.80629], [1.18100, -1.70541, 0.74850], [0.12661, -1.97434, -0.61279], [1.95193, -0.18537, -1.37640], [0.89127, 2.10138, -0.76379], [-1.05586, 1.78736, 1.00211], [-1.55286, -0.23009, -0.96521], [-0.63759, -0.27281, 1.86328]],
  "molar_mass_g_mol": 81.12,
  "smiles": "C1=C[C@H]2N[C@H]2C1",
  "e_homo_ev": -8.4988
}


iv.
{
  "formula": "C5H7N",
  "method": "ωB97M-V/def2-TZVPD",
  "elements": ["C", "C", "C", "C", "N", "C", "H", "H", "H", "H", "H", "H", "H"],
  "coordinates": [[0.40422, 0.86897, -0.96470], [0.21242, 0.96053, 0.54563], [-0.57209, -0.28793, 0.93986], [-0.89847, -0.96241, -0.37131], [0.48895, -0.62116, -0.85410], [0.86757, -0.38547, 0.60338], [1.39718, 1.23714, -1.23606], [-0.33839, 1.24180, -1.68191], [0.33999, 1.81723, 1.19919], [-0.89377, -0.53163, 1.94347], [-1.03867, -2.04108, -0.27300], [-1.69244, -0.54378, -1.00403], [1.72350, -0.75224, 1.15358]],
  "molar_mass_g_mol": 81.12,
  "smiles": "C1[C@@H]2[C@@H]3CN1[C@H]23",
  "e_homo_ev": -8.9312
}


iii takes first place; second place is 25.0 kcal/mol up.


i.
{
  "formula": "C5H7N",
  "method": "ωB97M-V/def2-TZVPD",
  "elements": ["C", "C", "C", "N", "C", "C", "H", "H", "H", "H", "H", "H", "H"],
  "coordinates": [[-1.07508, 0.90720, 0.24508], [-0.93803, -0.54684, -0.15324], [-0.29835, 0.53271, -0.96361], [1.09256, -0.03634, -0.73697], [1.41429, -0.16781, 0.69281], [0.46402, -1.10866, 0.08148], [-0.50683, 1.43301, 0.98834], [-2.08172, 1.29230, 0.08150], [-1.78968, -1.13799, -0.46696], [-0.50854, 0.94389, -1.93842], [1.10422, 0.58141, 1.41289], [2.42737, -0.53542, 0.84806], [0.69577, -2.15747, -0.09095]],
  "molar_mass_g_mol": 81.12,
  "smiles": "C1[C@H]2[C@@H]1N1C[C@@H]21",
  "e_homo_ev": -8.8230
}


ii.
{
  "formula": "C5H7N",
  "method": "ωB97M-V/def2-TZVPD",
  "elements": ["C", "C", "C", "C", "N", "C", "H", "H", "H", "H", "H", "H", "H"],
  "coordinates": [[-0.88152, 1.02180, -0.43598], [-0.95648, -0.46162, -0.27092], [0.46609, -1.01546, -0.11975], [1.42231, 0.15295, -0.12335], [0.35991, 0.97483, 0.54889], [-0.24485, -0.36256, 1.02065], [-1.54706, 1.61423, 0.19864], [-1.04599, 1.38543, -1.47959], [-1.71551, -1.16007, -0.59353], [0.64250, -2.07295, -0.28413], [2.26725, -0.07189, 0.55220], [1.80720, 0.61965, -1.03233], [-0.57385, -0.62434, 2.01918]],
  "molar_mass_g_mol": 81.12,
  "smiles": "C1[C@@H]2[C@@H]3CN1[C@H]23",
  "e_homo_ev": -9.0793
}


iii.
{
  "formula": "C5H7N",
  "method": "ωB97M-V/def2-TZVPD",
  "elements": ["C", "C", "C", "C", "N", "C", "H", "H", "H", "H", "H", "H", "H"],
  "coordinates": [[0.49481, -1.14285, 0.11344], [1.14187, -0.04971, -0.71098], [0.57453, 1.13866, -0.49218], [-0.58712, 1.01608, 0.44081], [-1.70024, 0.17904, -0.02096], [-0.66452, -0.42915, 0.80113], [1.19463, -1.55346, 0.85237], [0.16210, -1.98845, -0.50278], [1.94801, -0.24450, -1.41314], [0.86792, 2.07693, -0.95300], [-0.85870, 1.82616, 1.11152], [-1.57500, -0.05693, -1.00353], [-0.99762, -0.77145, 1.77708]],
  "molar_mass_g_mol": 81.12,
  "smiles": "C1=C[C@H]2N[C@H]2C1",
  "e_homo_ev": -8.9960
}


iii takes first place; second place is 51.8 kcal/mol up.


i.
{
  "formula": "C7H10N2O",
  "method": "ωB97M-V/def2-TZVPD",
  "elements": ["C", "C", "C", "C", "C", "C", "C", "N", "N", "O", "H", "H", "H", "H", "H", "H", "H", "H", "H", "H"],
  "coordinates": [[2.49847, 0.67221, 0.23586], [-1.31733, -1.77245, -1.24240], [-1.04570, 1.95068, -1.12498], [-0.12235, -1.44409, -0.75933], [-0.85114, 0.97091, -0.20874], [0.76919, -0.34065, 1.35437], [0.30407, -0.03821, -0.16810], [2.09344, 0.27898, 1.47826], [1.53014, 0.34982, -0.74420], [3.50785, 1.27962, -0.07917], [-1.44202, -2.70655, -1.72848], [-2.07985, -1.03696, -1.41261], [-1.75752, 2.72548, -0.73591], [-0.36540, 2.15515, -1.99505], [0.74687, -2.05100, -0.75382], [-1.43304, 0.98083, 0.74755], [-0.00733, 0.06960, 2.12119], [0.71929, -1.37579, 1.66984], [2.72208, 0.09280, 2.29427], [1.61031, 0.65988, -1.70821]],
  "molar_mass_g_mol": 138.17,
  "smiles": "C=CC1(C=C)CNC(=O)N1",
  "e_homo_ev": -9.4186
}


ii.
{
  "formula": "C7H10N2O",
  "method": "ωB97M-V/def2-TZVPD",
  "elements": ["C", "C", "C", "C", "C", "C", "C", "N", "N", "O", "H", "H", "H", "H", "H", "H", "H", "H", "H", "H"],
  "coordinates": [[0.13360, -0.07568, -0.46135], [-0.92800, -0.29963, -1.23154], [-1.26661, -2.48718, 0.74060], [1.69297, -0.31884, 1.35219], [1.00194, 0.43116, 0.46213], [-0.98008, 0.51589, -2.51533], [1.14884, 1.93897, 0.41093], [-1.93520, -1.14972, -1.15189], [-1.82568, -3.33523, 1.59092], [-2.16045, -2.02603, -0.12099], [2.29904, 0.14169, 2.11136], [1.54177, -1.38223, 1.40199], [-0.72207, -0.11522, -3.36252], [-1.99469, 0.88371, -2.63869], [-0.28163, 1.34771, -2.46376], [1.53112, 2.30748, 1.35882], [1.85209, 2.20127, -0.38161], [0.19726, 2.41982, 0.19036], [-1.26804, -3.76398, 2.30805], [-2.81547, -3.56509, 1.55629]],
  "molar_mass_g_mol": 138.17,
  "e_homo_ev": [-7.2479, -7.3717]
}


i takes first place; second place is 135.8 kcal/mol up.


i.
{
  "formula": "C3H3NO2",
  "method": "ωB97M-V/def2-TZVPD",
  "elements": ["O", "C", "N", "C", "C", "O", "H", "H", "H"],
  "coordinates": [[-1.39180, -0.29337, 2.19818], [-0.90110, -0.36047, 1.10892], [-1.05637, -0.35887, -0.19082], [0.33446, -0.50541, 0.21779], [1.21961, 0.68130, -0.00430], [0.80004, 1.74570, -0.38812], [-1.64952, -0.44396, -1.00271], [0.80085, -1.49003, 0.13665], [2.29294, 0.52310, 0.22841]],
  "molar_mass_g_mol": 85.06,
  "smiles": "O=C[C@@H]1NC1=O",
  "e_homo_ev": -10.0677
}


ii.
{
  "formula": "C3H3NO2",
  "method": "ωB97M-V/def2-TZVPD",
  "elements": ["C", "C", "C", "H", "H", "H", "N", "O", "O"],
  "coordinates": [[1.59359, 0.56663, -0.16602], [-0.51867, -0.47141, 0.18846], [-1.92504, -0.07950, -0.09839], [2.06218, 1.60243, -0.17970], [-0.17674, -1.28477, -0.51165], [-0.47037, -0.92004, 1.26331], [-3.01453, 0.26695, -0.35209], [2.19764, -0.46520, -0.30933], [0.25193, 0.78490, 0.16539]],
  "molar_mass_g_mol": 85.06,
  "smiles": "N#CCOC=O",
  "e_homo_ev": -11.5793
}


ii takes first place; second place is 23.7 kcal/mol up.


i.
{
  "formula": "C3H3NO2",
  "method": "ωB97M-V/def2-TZVPD",
  "elements": ["O", "C", "C", "O", "C", "N", "H", "H", "H"],
  "coordinates": [[-1.95102, 0.56742, 0.00697], [-0.61034, 0.31986, 0.14724], [0.09457, 0.09292, -0.99781], [1.24280, -0.53662, -0.69732], [1.32559, -0.56618, 0.62766], [0.21300, 0.05004, 1.21533], [-2.45371, 0.86274, 0.77473], [0.09338, 0.62252, -1.92061], [2.04574, -1.41271, 0.84382]],
  "molar_mass_g_mol": 85.06,
  "smiles": "Oc1cocn1",
  "e_homo_ev": -8.7066
}


ii.
{
  "formula": "C3H3NO2",
  "method": "ωB97M-V/def2-TZVPD",
  "elements": ["C", "C", "C", "N", "O", "O", "H", "H", "H"],
  "coordinates": [[0.89878, -0.32585, 0.06271], [2.47157, -1.03581, 0.51629], [-0.50092, 0.90757, 0.11690], [-1.48966, 0.10258, 0.28101], [-0.24892, 2.03383, -0.05945], [2.35520, -0.14373, -0.30322], [0.40088, -1.02869, -0.60830], [-1.51054, -0.94021, 0.06672], [-2.37639, 0.43032, -0.07265]],
  "molar_mass_g_mol": 85.06,
  "e_homo_ev": -8.8199
}


i takes first place; second place is 88.8 kcal/mol up.